{
  "formula": "C4H12S",
  "method": "wB97M-V/def2-TZVPD",
  "energy_ev": -15175.685,
  "relative_energy_kcal_mol": 46.6,
  "total_charge": 0,
  "elements": ["C", "S", "C", "H", "H", "H", "H", "H", "H", "C", "C", "H", "H", "H", "H", "H", "H"],
  "coordinates": [[0.1393, 0.2269, 2.9370], [0.5265, 1.7284, 2.0232], [-0.4375, 1.9109, 0.5072], [0.8726, -0.5574, 3.0631], [-0.0103, 0.4288, 4.0777], [-0.7237, -0.2966, 2.6403], [-1.1987, 2.3863, 1.1698], [-0.6194, 1.1074, -0.1063], [0.2509, 2.4789, -0.0271], [0.6151, -1.2397, -2.5928], [-0.3125, -1.1265, -1.4260], [1.6486, -1.1085, -2.4000], [0.6113, -2.2510, -2.9957], [0.3100, -0.4417, -3.2649], [0.2453, -0.5551, -0.6655], [-0.6363, -2.1298, -1.1626], [-1.2812, -0.5613, -1.7775]],
  "forces_ev_per_a": [[0.1, 0.1, 3.0], [2.3, -0.9, 1.2], [-0.8, 0.9, 3.7], [0.9, 0.1, -1.0], [-0.1, 0.4, -2.0], [-1.4, -0.3, -0.7], [-0.6, 0.1, -2.7], [-1.0, -2.1, -0.7], [0.6, 1.9, -0.9], [-0.3, -0.2, -1.1], [-1.4, 1.0, -0.2], [1.0, 0.5, 0.7], [-0.5, 0.2, -0.7], [0.4, -0.5, -0.8], [-0.9, -0.6, 0.3], [0.0, 0.2, 0.8], [1.8, -0.9, 1.0]]
}

---

{
  "formula": "CBr2F2O",
  "method": "wB97M-V/def2-TZVPD",
  "spin_multiplicity": 3,
  "energy_ev": -148598.808,
  "s_squared": 2.009,
  "total_charge": 0,
  "elements": ["C", "O", "F", "F", "Br", "Br"],
  "coordinates": [[0.7462, -0.0109, 0.1640], [-1.4634, 0.8122, 0.3075], [0.8740, -0.3889, 1.4195], [1.7011, 0.8710, -0.0886], [0.6469, -1.3008, -1.0719], [-2.5049, 0.0175, -0.7306]],
  "forces_ev_per_a": [[0.8, 1.6, 1.2], [0.0, 0.8, 0.8], [-0.2, -0.5, 0.5], [0.3, 0.6, -0.2], [0.1, -2.1, -1.6], [-1.0, -0.4, -0.7]]
}

---

{
  "formula": "C4H16NO2S",
  "method": "wB97M-V/def2-TZVPD",
  "spin_multiplicity": 2,
  "energy_ev": -20823.646,
  "relative_energy_kcal_mol": 20.6,
  "s_squared": 0.751,
  "total_charge": 0,
  "elements": ["C", "C", "C", "S", "C", "N", "H", "H", "H", "H", "H", "H", "H", "H", "H", "H", "H", "H", "H", "H", "O", "H", "H", "O"],
  "coordinates": [[1.3154, -0.9553, -0.1316], [1.3936, 0.4833, -0.6199], [0.2115, 1.0650, -1.4434], [-1.2015, -0.1346, -1.7286], [-1.3258, -0.3455, -3.4857], [0.5133, -1.0268, 1.1714], [0.9738, -1.6749, -0.8767], [2.2867, -1.2445, 0.2891], [2.2700, 0.6538, -1.2209], [1.5547, 1.1034, 0.2945], [0.4240, 1.4462, -2.4404], [-0.2616, 1.8129, -0.8231], [-2.3390, -0.0821, -3.8554], [-1.1789, -1.3824, -3.7940], [-0.8682, 0.2147, -4.3264], [0.1830, -0.1523, 1.5977], [-0.4067, -1.4219, 0.9473], [1.0059, -1.5142, 1.9702], [-2.4863, 0.7874, 2.1160], [-2.9062, -0.4647, 3.1571], [-2.2616, 0.0579, 2.6986], [0.2886, 1.1121, 3.7521], [1.7911, 0.6760, 3.6356], [1.0242, 0.9863, 3.1161]],
  "forces_ev_per_a": [[0.8, 0.7, 1.4], [-0.2, 0.7, 0.2], [-1.2, -1.1, 0.6], [0.6, 0.7, 0.3], [-1.3, -0.2, -2.7], [-1.7, 0.1, -1.2], [-0.2, 0.1, 0.4], [0.2, 0.0, -0.7], [0.7, -0.4, -0.2], [-0.2, -0.3, -0.7], [0.4, 0.1, 0.3], [0.0, 0.5, -0.2], [-0.1, -0.5, 0.9], [0.1, -0.1, 0.3], [1.1, 0.4, 1.3], [0.8, 0.6, -0.1], [-0.1, -0.8, 0.3], [0.1, -0.5, 0.0], [-1.1, -0.3, 0.3], [-1.1, 0.3, -0.2], [2.4, 0.0, -0.1], [0.5, -0.2, -0.3], [-0.4, 0.0, -0.2], [-0.2, 0.3, 0.4]]
}

---

{
  "formula": "C15H46B4CaF12N4O6",
  "method": "wB97M-V/def2-TZVPD",
  "energy_ev": -88303.161,
  "relative_energy_kcal_mol": 201.0,
  "total_charge": 0,
  "elements": ["Ca", "N", "O", "O", "O", "B", "H", "H", "H", "H", "C", "N", "C", "C", "C", "C", "O", "H", "H", "H", "H", "H", "H", "H", "H", "H", "H", "H", "H", "H", "H", "C", "N", "C", "C", "C", "C", "O", "H", "H", "H", "H", "H", "H", "H", "H", "H", "H", "H", "H", "H", "H", "C", "N", "C", "C", "C", "C", "O", "H", "H", "H", "H", "H", "H", "H", "H", "H", "H", "H", "H", "H", "H", "B", "F", "F", "F", "F", "B", "F", "F", "F", "F", "B", "F", "F", "F", "F"],
  "coordinates": [[-3.2117, -0.5580, 3.1188], [0.2676, -4.2713, 3.9575], [-0.5185, -3.3308, 3.9072], [-0.0386, -5.2810, 3.4140], [1.1812, -4.1881, 4.6919], [-1.2207, 0.2519, 0.7936], [-0.3238, 0.3035, 0.1960], [-1.8307, -0.6246, 0.6387], [-0.9779, 0.3349, 1.8416], [-1.8580, 1.0846, 0.5392], [-1.1684, -2.9956, -3.4414], [-0.5959, -4.3818, -3.1399], [-1.7678, -5.1850, -2.5199], [-0.1844, -5.1206, -4.4333], [0.6094, -4.3448, -2.0991], [1.7544, -3.2743, -2.3910], [2.5013, -3.3922, -3.5954], [-1.3303, -2.4310, -2.5232], [-2.0811, -3.1224, -4.0237], [-0.4786, -2.4483, -4.0839], [-2.4594, -5.2243, -3.3615], [-2.1852, -4.6983, -1.6384], [-1.3508, -6.1646, -2.2863], [0.1887, -6.0870, -4.0943], [0.6560, -4.5843, -4.8743], [-1.0016, -5.2694, -5.1390], [0.9835, -5.3505, -1.9074], [0.2368, -3.9639, -1.1482], [2.5222, -3.2559, -1.6175], [1.3979, -2.2443, -2.3985], [3.0644, -4.1602, -3.4741], [7.6504, -0.4723, 4.4183], [6.3122, -0.9348, 3.8526], [6.4868, -1.2247, 2.3652], [6.0685, -2.2901, 4.5394], [5.1521, 0.1194, 4.2140], [3.6698, -0.2174, 3.9142], [3.4970, -0.5640, 2.5907], [8.2605, -1.3743, 4.3708], [7.5417, -0.1936, 5.4664], [8.0657, 0.3018, 3.7729], [5.5574, -1.6259, 1.9611], [7.3427, -1.8669, 2.1576], [6.6666, -0.1925, 2.0645], [5.1051, -2.7084, 4.2479], [5.9353, -2.0679, 5.5982], [6.9178, -2.9731, 4.5200], [5.4064, 1.0530, 3.7122], [5.3149, 0.3041, 5.2759], [3.0437, 0.6143, 4.2372], [3.2566, -0.9975, 4.5537], [2.6180, -0.3142, 2.2964], [-1.3980, 6.9940, -5.3090], [-1.7638, 6.0321, -4.1591], [-1.4891, 6.7923, -2.8260], [-3.2837, 5.7371, -4.2653], [-0.8838, 4.7272, -4.2583], [-1.1824, 3.5438, -3.2400], [-0.3657, 3.6702, -2.1029], [-1.4848, 6.3655, -6.1954], [-0.4134, 7.4150, -5.1056], [-2.0923, 7.8342, -5.3216], [-0.4038, 6.8615, -2.7516], [-1.6701, 6.1753, -1.9459], [-2.0499, 7.7250, -2.7653], [-3.5580, 5.4241, -5.2727], [-3.7710, 6.6816, -4.0232], [-3.6420, 4.8852, -3.6874], [0.1285, 5.1091, -4.1265], [-1.0323, 4.3149, -5.2564], [-0.9081, 2.5916, -3.6939], [-2.2173, 3.4647, -2.9070], [-0.6785, 3.0041, -1.4864], [-6.9270, 0.8025, 2.3081], [-8.2058, 0.2089, 2.3671], [-7.0907, 2.2052, 2.0226], [-6.2157, 0.6626, 3.4575], [-6.0433, 0.2831, 1.3575], [-5.0890, -3.9567, 2.7727], [-6.4065, -3.7428, 2.4458], [-4.8421, -3.3020, 3.9070], [-4.8634, -5.3164, 2.9805], [-4.3703, -3.3992, 1.7319], [-3.2152, 4.3640, 3.2419], [-3.7320, 4.3460, 1.9101], [-4.3449, 4.6665, 3.9818], [-2.8597, 3.1378, 3.6798], [-2.2840, 5.2945, 3.4983]],
  "forces_ev_per_a": [[-0.7, -0.1, -1.5], [-3.5, 1.0, 0.3], [-1.9, 3.3, -0.9], [-0.2, -4.1, -2.8], [5.7, 0.3, 3.1], [-0.6, 0.1, 0.0], [3.6, -0.2, -2.2], [-2.3, -4.0, -0.8], [1.1, 0.3, 4.7], [-2.4, 3.4, -0.9], [0.9, -0.4, -0.4], [0.0, 0.0, 0.7], [1.2, 0.2, -0.8], [0.7, 0.4, 1.3], [0.3, 1.9, -0.6], [0.0, -0.2, -0.5], [-0.6, -0.6, -0.3], [-0.1, -0.3, 0.0], [-0.1, -0.1, 0.3], [0.2, -0.1, 0.2], [-0.3, -0.3, 0.5], [0.2, 0.1, -0.1], [-0.3, 0.0, 0.1], [-0.1, 0.0, -0.1], [-0.2, 0.1, 0.0], [-0.1, 0.3, 0.4], [-0.2, 0.0, -0.5], [-0.6, -0.2, 0.0], [-0.6, -0.5, 0.8], [-0.6, -0.2, 0.0], [0.3, -0.1, -0.3], [-0.7, -0.6, -0.6], [-0.3, -1.8, 0.8], [-0.5, 1.7, 0.8], [-1.1, 1.2, 1.2], [0.4, -0.4, -0.3], [0.3, -0.7, 1.3], [0.4, 0.1, -1.2], [0.3, 0.3, 0.0], [-0.1, 0.2, -0.2], [-0.1, 0.1, 0.3], [0.1, 0.2, 0.1], [-0.1, 0.1, 0.4], [0.0, -0.3, -1.2], [0.3, -0.1, -0.5], [0.0, 0.1, 0.1], [-0.1, 0.2, -0.8], [0.3, -0.2, -0.3], [-0.2, -0.2, 0.0], [0.4, 0.7, -0.2], [0.5, -0.5, 0.2], [-0.3, -0.1, -0.1], [-0.3, -1.0, 1.0], [-0.8, 0.0, 0.9], [0.6, -1.5, -0.2], [0.7, 0.0, -0.4], [-1.1, -0.1, 0.9], [0.5, 0.9, 0.0], [0.1, 0.7, -0.1], [0.3, 0.5, -0.2], [0.1, -0.4, -0.3], [-0.2, -0.3, 0.0], [0.0, 0.7, -0.4], [-0.8, -0.3, -0.3], [0.2, -0.1, -0.3], [0.5, 0.4, -0.3], [-0.2, -0.3, 0.1], [0.5, 0.5, 0.7], [0.1, -0.4, 0.0], [0.0, 0.4, -0.1], [-0.2, 0.1, -0.8], [-0.3, 0.2, -0.4], [0.1, -0.1, 0.6], [-1.3, 1.9, -1.2], [0.9, 0.0, -0.2], [-0.1, -0.9, 0.1], [1.2, -0.5, 2.7], [0.4, -0.9, -1.3], [-1.8, -1.7, -1.1], [-1.5, -0.2, -0.4], [1.5, 2.4, 3.0], [0.5, -0.3, -0.4], [1.9, 0.7, -1.1], [-3.6, 0.6, -0.5], [1.3, -0.1, -0.6], [-1.3, 0.8, 1.2], [1.7, -3.0, 0.1], [2.1, 1.4, -0.4]]
}

---

Q: Number 4 is which compound?
A: C15H46B4CaF12N4O6

---

Repeat the third record exactly.
{
  "formula": "C4H16NO2S",
  "method": "wB97M-V/def2-TZVPD",
  "spin_multiplicity": 2,
  "energy_ev": -20823.646,
  "relative_energy_kcal_mol": 20.6,
  "s_squared": 0.751,
  "total_charge": 0,
  "elements": ["C", "C", "C", "S", "C", "N", "H", "H", "H", "H", "H", "H", "H", "H", "H", "H", "H", "H", "H", "H", "O", "H", "H", "O"],
  "coordinates": [[1.3154, -0.9553, -0.1316], [1.3936, 0.4833, -0.6199], [0.2115, 1.0650, -1.4434], [-1.2015, -0.1346, -1.7286], [-1.3258, -0.3455, -3.4857], [0.5133, -1.0268, 1.1714], [0.9738, -1.6749, -0.8767], [2.2867, -1.2445, 0.2891], [2.2700, 0.6538, -1.2209], [1.5547, 1.1034, 0.2945], [0.4240, 1.4462, -2.4404], [-0.2616, 1.8129, -0.8231], [-2.3390, -0.0821, -3.8554], [-1.1789, -1.3824, -3.7940], [-0.8682, 0.2147, -4.3264], [0.1830, -0.1523, 1.5977], [-0.4067, -1.4219, 0.9473], [1.0059, -1.5142, 1.9702], [-2.4863, 0.7874, 2.1160], [-2.9062, -0.4647, 3.1571], [-2.2616, 0.0579, 2.6986], [0.2886, 1.1121, 3.7521], [1.7911, 0.6760, 3.6356], [1.0242, 0.9863, 3.1161]],
  "forces_ev_per_a": [[0.8, 0.7, 1.4], [-0.2, 0.7, 0.2], [-1.2, -1.1, 0.6], [0.6, 0.7, 0.3], [-1.3, -0.2, -2.7], [-1.7, 0.1, -1.2], [-0.2, 0.1, 0.4], [0.2, 0.0, -0.7], [0.7, -0.4, -0.2], [-0.2, -0.3, -0.7], [0.4, 0.1, 0.3], [0.0, 0.5, -0.2], [-0.1, -0.5, 0.9], [0.1, -0.1, 0.3], [1.1, 0.4, 1.3], [0.8, 0.6, -0.1], [-0.1, -0.8, 0.3], [0.1, -0.5, 0.0], [-1.1, -0.3, 0.3], [-1.1, 0.3, -0.2], [2.4, 0.0, -0.1], [0.5, -0.2, -0.3], [-0.4, 0.0, -0.2], [-0.2, 0.3, 0.4]]
}